[1]
Here is a 4-piece molecular cluster, C3H11O4S overall in a non-equilibrium geometry from the OMol25 dataset. Energies are from ωB97M-V/def2-TZVPD.

The geometry in XYZ format:
```
19
Properties=species:S:1:pos:R:3:forces:R:3
C -0.311909 -1.538119 1.697938 1.82 -1.66 -0.53
H -1.184094 -0.956908 1.387095 -0.42 -0.28 0.24
H 2.138736 0.639062 0.877734 -0.14 -0.21 0.67
H -2.974211 2.593574 -0.717298 0.16 -0.53 0.52
O -0.135790 -2.727566 1.476017 -1.07 0.38 0.18
C 1.427747 -0.192571 0.798790 -0.25 1.29 -0.88
H 0.115507 -3.205775 -0.934750 0.04 -0.34 -0.17
H 0.361365 -2.092775 -1.847052 0.04 0.16 -0.33
H 2.018591 -0.987390 0.338696 -0.41 -0.24 -0.12
O -2.271858 2.231597 -1.257004 0.34 0.02 -0.71
H 0.493136 3.051770 -1.095013 0.84 0.30 -0.44
H 0.392786 0.113743 2.731090 0.63 -0.12 -0.47
O 0.350305 -3.062935 -1.866094 -0.12 0.35 0.66
H 1.691162 -1.127554 2.686469 -0.66 -0.67 0.05
S 0.140412 0.499156 -0.397937 0.81 -0.66 0.19
C 0.848454 -0.707665 2.124893 -0.14 2.01 0.41
O 0.240906 3.995774 -1.216558 -0.89 -1.37 0.94
H -0.635919 3.789280 -0.820389 0.13 0.92 -0.56
H -1.736426 1.516436 -0.829974 -0.71 0.64 0.34
```
Forces are in eV/Å.

Energy relative to the best compared isomer or geometry (same formula, charge and spin) = 77.30 kJ/mol
Total charge = -1
Frontier orbital gap = 7.35 eV

***

[2]
Here is C20H24N4PdSSe as an isolated structure in a non-equilibrium geometry from the OMol25 dataset. Energies are from ωB97M-V/def2-TZVPD.

The geometry in XYZ format:
```
51
Properties=species:S:1:pos:R:3:forces:R:3
H 8.087970 -9.050853 13.276904 -0.31 0.31 -1.24
H 5.932365 -7.162661 6.893596 -0.52 0.07 0.34
N 10.490032 -14.237277 7.434059 -0.49 0.34 2.22
C 6.770929 -7.443221 10.671028 -0.80 0.83 -1.20
H 8.670150 -11.859536 13.954108 -0.21 -0.20 -0.39
N 9.102085 -12.838161 10.783841 -1.77 1.79 -0.03
H 9.668136 -9.079837 5.736465 -0.52 0.03 0.59
C 10.089254 -14.725460 9.740409 -0.52 -2.22 3.96
C 8.243583 -8.608013 12.247138 1.66 -1.23 1.20
H 11.022443 -13.059416 4.612525 0.28 0.33 -1.43
C 6.834409 -7.217543 6.326742 -0.25 1.37 -0.80
C 9.526050 -13.762335 13.318758 0.50 -0.86 -0.66
H 6.213283 -6.865556 11.410986 0.63 0.25 0.18
H 6.240954 -10.322680 12.579441 -0.27 0.12 -0.49
C 10.470961 -16.200690 9.755675 0.19 1.15 -0.48
C 7.850052 -10.190160 9.012833 -0.08 1.04 0.19
H 5.280731 -8.854982 12.461376 -0.01 0.54 0.18
H 7.711404 -7.000158 10.291905 -0.57 0.28 0.59
H 9.809024 -14.120241 14.330968 -0.45 0.39 -0.80
H 10.130198 -15.562914 12.407800 0.68 -1.17 -0.09
C 9.818874 -14.581236 12.218719 -1.12 2.27 1.23
H 11.278897 -14.727772 5.160146 -0.23 1.32 0.00
N 10.931520 -13.760371 5.295814 0.30 -0.64 0.37
C 9.642154 -14.034989 10.904580 1.70 -3.59 0.53
C 5.906865 -9.523724 11.898369 0.14 -0.98 -1.59
H 10.540123 -16.597124 8.752186 0.18 -0.05 -0.37
C 7.110134 -8.829370 11.235289 0.30 0.83 0.42
H 5.320798 -9.905898 11.035381 -0.13 -0.20 0.94
C 7.703301 -8.267178 6.486773 1.32 -0.56 -0.59
C 7.592013 -9.467707 10.017243 -0.10 -2.05 -0.03
Pd 9.182772 -12.142016 8.926366 -0.38 1.58 -1.09
C 8.886566 -12.508877 13.104481 0.31 -0.81 1.01
H 8.273763 -5.742287 3.622578 0.06 0.17 0.29
H 8.403102 -7.554222 12.418306 0.20 0.26 -0.06
C 10.515209 -13.292393 6.463495 -0.88 -1.27 0.54
H 6.440788 -5.326750 5.209299 0.08 -0.73 0.30
H 9.210852 -9.078431 11.906218 -0.85 0.70 0.23
H 11.458340 -16.292150 10.210985 -0.07 -0.31 0.13
C 7.090790 -6.201815 5.356922 -0.26 -0.73 0.30
C 9.119678 -7.341283 4.757438 0.65 -0.11 -0.79
C 8.583994 -12.181538 11.814552 0.70 0.53 0.09
C 8.905177 -8.296831 5.724885 0.10 -0.69 0.14
N 10.042206 -13.904107 8.693082 0.36 1.53 -4.99
H 9.735955 -16.842576 10.229680 -0.05 0.19 0.44
C 8.163247 -6.370983 4.500975 0.03 0.56 0.03
Se 7.025662 -9.878932 7.343871 0.37 0.20 -0.17
S 9.827222 -11.759320 6.732258 0.54 -0.05 -0.48
H 8.041326 -11.302717 11.530135 -0.16 0.35 0.20
H 6.081861 -7.419918 9.793012 0.34 -0.55 0.47
H 10.563275 -15.215582 7.207345 0.32 -0.27 -0.04
H 10.037299 -7.378453 4.120362 -0.94 -0.10 0.70
```
Forces are in eV/Å.

2S+1 = 5
Energy relative to the best compared isomer or geometry (same formula, charge and spin) = 92.34 kJ/mol
Expectation value of S² = 6.06
Total charge = +2
Frontier orbital gap (spin up / spin down) = 5.52 / 5.56 eV

***

[3]
Here is one molecule with the formula C4H7ClS2 in a non-equilibrium geometry from the OMol25 dataset. Energies are from ωB97M-V/def2-TZVPD.

The geometry in XYZ format:
```
14
Properties=species:S:1:pos:R:3:forces:R:3
H -0.905529 -1.547274 1.341638 0.24 0.23 -0.33
H 0.128006 1.446460 1.355141 -1.23 -0.56 0.44
S 0.590725 2.291029 -0.468048 2.15 1.67 -5.09
H -1.890939 0.465615 1.088052 -1.19 0.25 -1.65
H 1.180492 1.565225 -1.843468 -1.57 1.71 3.15
Cl -2.171820 0.319249 -1.321296 -2.34 1.00 -3.83
H 1.244779 -0.413599 1.191254 0.76 -0.45 0.39
S 1.728970 -0.477292 -1.226906 1.86 -2.76 1.32
C -1.408757 0.316258 0.082259 2.16 -2.40 7.24
H 2.746833 -1.663022 -0.846595 -2.56 2.61 -0.46
C 0.653402 -0.259549 0.318473 1.60 -4.98 -1.37
C -0.057784 0.990688 0.374492 -0.64 0.61 -0.19
C -0.682875 -1.172861 0.327033 -0.53 3.19 0.87
H -1.155502 -1.860924 -0.372029 1.27 -0.13 -0.49
```
Forces are in eV/Å.

SMILES string = S[C@@H]1[C@H](S)C[C@@H]1Cl
Energy relative to the best compared isomer or geometry (same formula, charge and spin) = 404.42 kJ/mol
Total charge = 0
Frontier orbital gap = 8.78 eV

***

[4]
Here is a 5-piece molecular cluster, CH11O5 overall in a non-equilibrium geometry from the OMol25 dataset. Energies are from ωB97M-V/def2-TZVPD.

The geometry in XYZ format:
```
17
Properties=species:S:1:pos:R:3:forces:R:3
O 2.272565 -1.966643 -0.035417 -1.26 -0.47 -1.38
O 1.273366 0.291572 -1.000345 0.27 -0.47 -0.02
O 0.210570 -1.144306 -3.162524 0.47 -1.86 0.15
C -0.650889 -0.070230 1.093502 0.63 -0.10 0.54
H -1.468457 -0.091515 1.868052 0.57 0.45 -0.67
H 1.627214 0.841840 -1.694743 0.30 0.14 -0.22
H -2.502812 1.929284 1.254739 0.55 -0.77 -0.39
H 0.666492 -1.932669 -2.764396 -0.58 0.98 -0.79
H 2.015099 -1.087515 -0.525660 0.64 -0.14 1.23
O -0.693676 1.080751 0.234826 -1.08 -1.09 1.47
H 0.233730 -0.584603 -2.377953 0.25 0.87 0.65
O -2.697165 2.643399 1.850061 -0.82 0.92 1.39
H 0.175222 0.953427 -0.269798 0.17 -0.16 -0.61
H -0.715535 -1.070723 0.586780 0.06 0.92 -0.06
H 0.344348 -0.076858 1.635383 -1.04 -0.12 -0.36
H 2.960234 -2.014546 0.612300 0.44 0.93 0.13
H -3.050312 2.299339 2.695192 0.43 -0.04 -1.06
```
Forces are in eV/Å.

Energy relative to the best compared isomer or geometry (same formula, charge and spin) = 83.61 kJ/mol
Total charge = -1
Frontier orbital gap = 8.66 eV

***

[5]
Here is one molecule with the formula C9H16F3NO in a non-equilibrium geometry from the OMol25 dataset. Energies are from ωB97M-V/def2-TZVPD.

The geometry in XYZ format:
```
30
Properties=species:S:1:pos:R:3:forces:R:3
C 0.511773 0.152002 1.063296 -0.78 0.42 0.77
C -1.481161 -0.298069 -0.270410 0.77 -0.20 0.29
H 0.352183 0.056740 -3.195861 -0.77 1.28 1.04
H 2.154557 -1.215986 1.188045 0.01 -1.09 -0.13
H -0.810458 1.723965 1.463737 1.53 1.26 0.09
H -3.062953 0.983358 -0.703932 -0.03 -0.31 0.29
H 1.114539 -1.054585 2.772512 0.68 0.10 -1.26
H 0.014808 -2.552952 -0.879486 -0.29 0.28 0.17
F -2.268608 -1.592663 -2.163079 0.28 0.59 0.12
H -0.023445 -2.077729 -2.579166 0.36 0.57 1.05
H 0.328442 1.719264 -2.251507 -1.67 -2.90 -0.07
H 1.407448 -1.784907 -1.520589 -0.13 0.46 -0.17
H 2.274256 0.192696 2.172805 -0.26 -0.84 0.04
C -0.810324 -0.674373 1.133599 -0.91 -0.83 -1.27
H -1.391227 -0.336387 2.002412 -0.10 -0.12 -0.39
C 0.314050 -1.750447 -1.555317 -0.20 0.33 -0.50
F -3.754916 -1.083895 -0.731929 0.48 1.07 0.30
C 1.560824 -0.606142 1.835144 0.94 1.92 1.30
H 0.394775 1.471077 2.779863 -0.14 0.24 -0.32
H -1.255868 0.740325 -2.805094 0.62 0.18 0.24
C -0.232919 0.637198 -2.387461 1.48 0.57 -1.94
H -1.605590 1.619287 -0.928942 -0.31 -0.30 0.78
O 0.817818 0.393129 -0.314161 -1.24 -1.61 -0.12
N -2.136203 1.003266 -0.291395 0.30 0.75 -0.64
H -0.752391 -1.848101 1.194183 0.50 2.41 -0.06
F -2.363848 -2.565135 -0.263256 0.99 -0.18 0.44
C 0.291344 1.594184 1.686093 -0.28 -1.55 0.13
C -0.207477 -0.282935 -1.165349 2.30 0.09 0.31
H 1.119818 2.312047 1.352007 -1.69 -0.88 0.09
C -2.412315 -1.351197 -0.833337 -2.45 -1.72 -0.58
```
Forces are in eV/Å.

SMILES string = CC1(C)C[C@](N)(C(F)(F)F)C(C)(C)O1
Energy relative to the best compared isomer or geometry (same formula, charge and spin) = 19.48 kJ/mol
Total charge = 0
Frontier orbital gap = 10.29 eV

***

[6]
Here is C22H24AsClI2OPY as an isolated structure in a non-equilibrium geometry from the OMol25 dataset. Energies are from ωB97M-V/def2-TZVPD.

The geometry in XYZ format:
```
53
Properties=species:S:1:pos:R:3:forces:R:3
H -2.109799 3.205986 6.849304 0.81 0.00 -0.88
I -0.684697 -3.964237 -0.680209 0.17 -0.01 -0.04
C 0.338595 4.551521 4.856677 0.35 0.06 -0.22
Cl 2.756024 0.161882 -0.351400 -1.23 -1.11 0.34
H -1.901506 -3.469559 4.653373 -0.25 0.65 -0.19
H 1.230959 3.564125 3.148425 -0.24 0.19 0.16
H -4.811771 -0.572309 3.305521 0.54 -0.21 0.10
C 2.521806 0.754682 4.244006 -0.51 -0.09 -0.36
C -1.418239 -0.332721 3.438708 0.47 -0.02 -1.26
C -2.151415 -2.472474 4.249974 0.80 -0.68 0.35
C -1.111493 -1.584027 3.958649 0.10 -0.13 -0.23
H -4.278284 -2.803241 4.299888 0.50 0.41 -0.21
H -1.393596 0.990957 -4.148473 0.88 0.31 -1.18
H 0.380739 -1.616245 -3.286673 -0.47 -0.39 0.17
H 0.891984 -0.317629 -4.245878 -0.13 0.52 -0.97
H 1.840563 2.062832 -2.285171 0.46 -0.23 0.47
As -0.000054 0.839445 2.681830 -0.32 -0.13 2.56
C -3.767694 -0.868074 3.482478 -0.32 0.50 -0.14
C -3.464739 -2.109716 4.031432 -0.75 -0.36 0.18
H 4.517373 0.826035 5.120171 -0.70 -0.47 -0.54
H 0.972029 5.462108 4.764520 -0.58 -0.87 0.02
C -1.499410 0.745812 -3.124378 -2.31 0.01 -0.20
H -0.055393 -1.850766 4.082837 -0.62 -0.09 0.29
C -1.188051 2.243948 5.114230 -0.55 -1.15 -0.13
C 0.828967 2.028151 -2.644011 0.77 1.39 0.64
C 1.604730 -0.018827 3.504457 -0.23 1.51 -1.08
C 2.034162 -1.186740 2.892594 0.36 -0.64 -0.07
H -2.138556 1.535369 -2.769043 -0.21 0.41 0.61
H -0.724847 5.282276 6.609076 0.12 -0.64 -0.60
C 3.309235 -1.671253 3.144469 -0.03 -0.53 -0.40
C 0.482154 3.497245 3.941612 -0.02 -0.20 -0.20
H 1.381878 -1.849537 2.232863 0.28 0.48 0.92
H 5.157587 -1.395558 4.204615 -0.47 0.33 -0.17
C -0.292275 2.319522 4.044689 0.58 1.18 -0.25
H -2.124226 -0.125808 -3.167428 -0.29 -0.73 0.35
C 4.170816 -0.966276 3.982358 0.56 -1.11 -0.25
H 1.866771 -0.796373 -2.949474 0.30 0.14 0.39
H 0.918789 2.211335 -3.688969 -0.27 -0.38 -1.14
O -3.231485 0.022687 -0.092002 6.01 -0.83 0.43
C -0.594978 4.449270 5.889339 -0.10 0.42 0.33
P -0.030829 0.551554 -2.217988 1.17 -0.71 0.60
Y 0.624357 -1.188037 0.104386 0.80 2.68 -0.32
C -2.740559 0.014680 3.156782 -0.25 0.15 0.01
I 1.914830 -4.004507 -1.380923 -0.27 0.22 0.25
C 3.793293 0.244192 4.507962 0.20 1.03 0.71
H 2.249425 1.784862 4.526643 0.13 -0.80 0.15
H 0.350516 2.917966 -2.267720 -0.37 0.24 0.43
H 3.608698 -2.597492 2.647382 0.14 0.26 0.37
C -2.082322 -0.188377 0.023664 -5.78 0.30 -0.19
H -1.761320 1.311545 5.249410 0.20 0.69 0.02
H -2.967623 0.989874 2.698377 0.03 -0.46 0.31
C 0.834689 -0.637472 -3.232123 0.72 -1.04 -0.22
C -1.362707 3.294496 6.022662 -0.19 -0.11 0.23
```
Forces are in eV/Å.

Total charge = +2
Frontier orbital gap = 4.89 eV

***

> What is the total charge in the third record?

0